79
Properties=species:S:1:pos:R:3:mulliken_spin:R:1 method="wB97M-V/def2-TZVPD" s_squared=0.7629 homo_lumo_gap_ev="2.46 / 2.62" largest_force_ha_per_bohr=0.0669 charge=+2 multiplicity=2 energy_ha=-4199.283902
Re -0.248 0.052 0.192 0.848
C 5.961 -1.689 -1.516 0.000
C 4.496 -1.404 -1.415 0.000
C 3.622 -1.941 -2.382 -0.007
C 2.286 -1.520 -2.483 0.005
C 1.259 -1.995 -3.325 -0.007
N 1.025 -3.222 -3.771 -0.004
C 1.657 -4.439 -3.317 0.001
C 1.185 -4.842 -1.909 -0.001
C -0.307 -5.156 -1.776 0.000
N -1.096 -3.955 -1.634 0.006
C -2.394 -3.859 -1.874 -0.001
C -3.163 -2.706 -1.647 -0.009
C -4.537 -2.731 -1.963 0.006
C -5.347 -1.620 -1.816 -0.001
C -6.811 -1.674 -2.107 0.000
C -4.743 -0.422 -1.456 -0.002
C -3.388 -0.319 -1.106 0.012
C -2.862 1.003 -0.921 0.006
N -1.689 1.354 -0.493 0.024
C -1.300 2.753 -0.580 -0.014
C -0.567 3.238 0.679 0.027
C 0.928 2.913 0.690 -0.025
N 1.175 1.499 0.488 0.018
C 2.346 1.104 0.150 -0.003
C 2.578 -0.320 -0.261 -0.010
C 4.014 -0.640 -0.393 -0.004
C 1.798 -0.509 -1.586 0.020
O 0.681 0.010 -1.672 -0.010
C -2.580 -1.501 -1.100 0.014
O -1.359 -1.525 -0.701 0.076
H 6.135 -2.726 -1.790 0.000
H 6.467 -1.477 -0.578 0.000
H 6.409 -1.066 -2.290 0.000
H 4.030 -2.602 -3.126 0.000
H 0.476 -1.278 -3.547 0.001
H 0.176 -3.347 -4.305 0.001
H 2.738 -4.303 -3.286 0.000
H 1.431 -5.230 -4.032 0.000
H 1.437 -4.038 -1.212 -0.001
H 1.747 -5.730 -1.619 0.000
H -0.452 -5.776 -0.882 0.000
H -0.668 -5.728 -2.635 0.000
H -0.699 -3.150 -1.142 -0.009
H -2.884 -4.718 -2.314 0.000
H -4.960 -3.650 -2.337 0.000
H -7.170 -2.698 -2.111 0.000
H -7.012 -1.238 -3.085 0.000
H -7.374 -1.106 -1.370 0.000
H -5.345 0.475 -1.440 0.000
H -3.540 1.793 -1.247 -0.001
H -2.191 3.368 -0.731 -0.002
H -0.660 2.874 -1.463 0.000
H -1.053 2.792 1.549 0.003
H -0.670 4.322 0.739 0.000
H 1.354 3.211 1.653 -0.002
H 1.434 3.490 -0.093 -0.003
H 3.173 1.797 0.018 -0.001
H 4.684 -0.229 0.347 0.000
N -1.789 -0.318 2.883 -0.032
C -1.228 -0.162 1.859 0.017
H -2.569 -0.436 3.489 -0.001
C 1.029 -3.020 1.920 0.005
C 2.202 -2.074 1.637 -0.003
C 2.531 -1.241 2.899 0.009
C 3.418 -2.917 1.251 -0.002
O 1.726 -1.231 0.570 0.046
H 1.204 -3.552 2.851 -0.001
H 0.940 -3.748 1.119 0.004
H 0.091 -2.468 1.992 -0.007
H 3.037 -1.891 3.614 0.000
H 0.832 -0.001 2.995 -0.003
H 3.202 -0.418 2.639 0.001
H 3.497 -3.760 1.930 0.000
H 4.337 -2.343 1.305 0.000
H 3.302 -3.305 0.242 0.000
Se -0.276 -1.338 5.871 0.007
C 0.848 -1.204 4.616 0.013
N 1.345 -0.703 3.539 -0.003